7
Properties=species:S:1:pos:R:3:forces:R:3 method="wB97M-V/def2-TZVPD" de_lowest_kcal_mol=22.4 max_force_ev_per_a=2.47 homo_lumo_gap_ev=7.941 smiles="[SiH3]C=S" e_tot_ha=-728.11430
Si 0.7462 0.3790 0.0452 -0.620 -0.289 -0.091
C -0.9162 -0.5267 -0.0575 -0.144 -2.333 -0.358
S -2.3831 0.1418 -0.0019 0.424 -0.068 0.011
H 0.6671 1.6034 -0.7468 0.041 0.230 -0.104
H 1.7354 -0.5545 -0.4953 0.297 -0.055 -0.056
H 1.0033 0.6704 1.4537 0.139 0.072 0.254
H -0.8527 -1.7135 -0.1973 -0.139 2.442 0.345

=====

11
Properties=species:S:1:pos:R:3:forces:R:3 method="wB97M-V/def2-TZVPD" de_lowest_kcal_mol=80.5 max_force_ev_per_a=1.68 homo_lumo_gap_ev=10.660 smiles="O=C1CN2C[C@@H]12" e_tot_ha=-285.28638
O -0.5983 -0.0069 2.4312 0.669 -0.144 -0.653
C -0.1903 0.0057 1.3032 -0.015 0.318 0.104
C 1.1532 0.1290 0.5245 -0.073 -0.373 -0.140
N 0.3649 0.8496 -0.5777 -0.506 -0.665 -1.200
C -0.5094 -0.3868 -1.2457 0.842 0.440 0.160
C -0.8661 0.3021 -0.0020 -0.848 0.041 0.648
H 2.0728 0.6199 0.8906 -0.768 0.077 -0.101
H 1.4138 -0.8891 0.2256 0.222 -0.032 -0.097
H 0.2277 -1.1428 -1.4517 -0.278 -0.689 0.859
H -1.3285 -0.4117 -2.0010 1.160 1.213 0.132
H -1.7397 0.9311 -0.0970 -0.405 -0.186 0.288

=====

15
Properties=species:S:1:pos:R:3:forces:R:3 method="wB97M-V/def2-TZVPD" de_lowest_kcal_mol=120.3 max_force_ev_per_a=8.00 homo_lumo_gap_ev=8.363 e_tot_ha=-341.81192
C 0.2606 0.1708 0.6128 -1.730 -0.979 -3.973
C 0.9718 -1.0591 1.0687 -0.252 -0.022 0.147
C 0.2794 0.6338 -0.8152 6.418 4.110 2.427
C -1.2809 -0.2853 -0.2831 -0.785 -0.375 3.913
O 1.2544 -0.0921 -1.5005 -1.387 -0.223 -0.854
N 0.1341 1.8974 -1.1418 -0.307 -1.877 -0.836
N -2.2174 0.1196 0.4536 -0.787 -0.071 0.226
H 1.6813 0.5473 -2.0920 -0.436 -0.118 -0.147
H 0.2648 1.0126 1.3045 -1.245 -0.335 -0.077
H -0.2220 2.4561 -0.3730 -0.482 -0.250 -0.058
H -3.1232 -0.2988 0.2505 -0.186 0.248 -0.584
H -1.4472 -1.0042 -1.0961 0.927 0.059 0.001
H 0.5570 -1.3549 2.0358 0.081 -0.123 -0.051
H 2.0361 -0.8589 1.2029 0.060 0.001 -0.081
H 0.8512 -1.8842 0.3729 0.111 -0.045 -0.052

=====

73
Properties=species:S:1:pos:R:3:forces:R:3 method="wB97M-V/def2-TZVPD" max_force_ev_per_a=2.55 total_charge=-1 homo_lumo_gap_ev=10.023 e_tot_ha=-2071.95581
Cl 0.6728 -0.6865 0.2607 -0.104 -0.129 0.094
C 2.9099 -2.8157 2.4474 -0.433 0.476 -0.523
O 3.2737 -1.4293 2.2032 0.483 -1.271 0.173
H 3.5488 -3.2825 3.1971 0.157 0.369 -0.129
H 1.8730 -2.8574 2.7809 -0.006 -0.023 0.195
H 2.9428 -3.3593 1.5032 0.234 -0.177 0.092
H 2.5493 -1.0839 1.6763 -0.704 0.377 -0.172
C -2.6747 -2.2727 -0.0343 -2.122 1.412 0.059
O -1.5632 -3.0635 -0.0393 1.116 -1.564 0.105
H -3.6298 -2.7717 -0.1982 0.320 -0.632 -0.223
H -2.7839 -1.8198 0.9511 -0.040 0.571 0.012
H -2.5638 -1.5465 -0.8396 -0.353 0.486 0.189
H -0.8794 -2.3938 0.0360 1.275 0.059 0.005
C 2.7010 0.1222 -3.4243 1.766 -0.623 -1.552
O 1.7238 0.6625 -2.6611 -1.802 0.551 1.457
H 3.4102 -0.4145 -2.7942 0.420 0.041 -0.248
H 2.3065 -0.5594 -4.1779 -0.018 -0.268 -0.116
H 3.1788 0.9375 -3.9676 0.385 -0.042 0.002
H 1.5791 0.0167 -1.9657 -0.529 0.115 0.657
C -4.5973 1.0969 1.4136 0.418 0.786 0.010
O -5.9812 0.9551 1.1893 -0.569 -0.777 -0.282
H -4.2706 1.9953 0.8898 0.381 0.235 0.228
H -4.3671 1.1703 2.4765 0.162 0.081 -0.010
H -4.0033 0.2904 0.9838 -0.534 -0.318 -0.030
H -6.4563 1.6364 1.6705 0.185 0.020 0.041
C -3.5290 1.3359 -2.6293 -0.676 -0.168 0.453
O -4.6241 0.5357 -3.0644 0.020 -0.314 -0.576
H -3.3076 1.0786 -1.5935 0.412 0.061 0.105
H -2.6654 1.1351 -3.2632 -0.174 0.067 0.063
H -3.8131 2.3880 -2.6544 0.293 0.203 -0.167
H -5.4026 0.6972 -2.5264 0.161 0.127 0.168
C 2.3168 2.8677 0.5892 0.781 0.591 -0.887
O 1.4114 3.4765 1.4679 -1.135 -0.303 0.815
H 1.8816 2.9044 -0.4095 0.142 0.088 -0.032
H 3.1829 3.5271 0.6447 0.564 -0.544 -0.664
H 2.5850 1.8317 0.7957 -0.115 -0.010 0.372
H 1.8872 3.5287 2.3001 -0.336 0.017 0.304
O -0.1662 2.6281 -2.2091 0.336 -0.182 -0.383
H -0.8012 3.1045 -1.6743 -0.452 0.390 -0.077
H 0.3286 2.1012 -1.5816 0.294 -0.347 -0.153
O 5.2271 1.7347 -0.9544 0.371 0.967 -0.099
H 4.6984 2.0871 -1.6702 -0.126 0.123 -0.152
H 4.7516 0.9557 -0.6657 0.033 -0.583 -0.064
O 2.5474 -3.2793 -1.0257 0.516 -0.254 -0.214
H 1.8283 -3.8845 -0.8445 -0.183 -0.165 0.072
H 2.2054 -2.4197 -0.7800 -0.358 0.527 0.182
O -2.3594 -4.8210 -2.0199 -0.390 -0.564 -0.374
H -1.7122 -4.6222 -2.6965 0.106 0.087 -0.161
H -2.0447 -4.3582 -1.2434 0.287 0.342 0.295
O -0.1381 -4.9819 1.6271 0.512 -0.370 0.220
H -0.5429 -4.5191 0.8935 -0.379 0.320 -0.222
H -0.7887 -4.9367 2.3278 -0.145 0.039 0.095
O -0.1631 -0.3515 -4.7447 -0.335 -0.456 -0.400
H 0.1721 0.3332 -5.3236 0.047 0.208 -0.035
H 0.0205 -0.0304 -3.8619 0.203 0.362 0.440
O 3.3545 0.4914 4.0532 0.512 0.849 0.767
H 3.5780 -0.2590 3.5026 -0.084 -0.351 -0.363
H 2.4242 0.3777 4.2479 -0.377 -0.057 -0.213
O 0.4954 0.0771 3.6969 0.082 0.105 0.408
H -0.0036 -0.4127 4.3506 -0.173 -0.066 0.205
H 0.1346 -0.2072 2.8571 0.064 -0.070 -0.615
O -1.1922 1.8564 1.1403 -0.555 0.240 -0.548
H -0.8826 0.9838 0.8975 0.355 -0.757 -0.319
H -0.4313 2.4239 1.0170 0.897 0.377 0.308
O 4.4504 -0.7073 -0.4136 -0.154 -0.129 -0.209
H 4.0610 -0.7779 0.4579 -0.084 -0.261 0.648
H 4.5959 -1.6134 -0.6857 0.045 -0.265 -0.154
O -2.0099 3.8237 -0.7307 -0.327 0.686 -0.007
H -1.9161 3.1517 -0.0555 -0.041 -0.591 0.549
H -2.9441 4.0326 -0.7332 -0.177 0.111 -0.129
O -2.2329 2.6962 3.3344 -0.769 0.503 1.080
H -1.8643 2.3333 2.5290 0.296 -0.383 -0.504
H -1.5017 3.1562 3.7469 0.129 0.045 0.134

=====

69
Properties=species:S:1:pos:R:3:forces:R:3 method="wB97M-V/def2-TZVPD" de_lowest_kcal_mol=0.0 max_force_ev_per_a=0.47 total_charge=+3 homo_lumo_gap_ev="5.812 / 6.615" e_tot_ha=-3596.96262 spin_multiplicity=2
Fe -0.1504 -0.3385 -0.0805 0.355 0.202 -0.234
C -2.9767 -0.0613 -2.3528 0.005 0.032 0.010
P -2.4645 -0.2276 -0.6292 0.135 -0.124 0.024
C -3.3218 1.1000 0.2530 0.105 0.035 0.026
C -3.2219 -1.7878 -0.0565 -0.023 -0.031 -0.028
C -2.6353 -2.2141 1.2865 -0.001 -0.023 -0.017
P -0.8215 -2.2094 1.1558 -0.104 0.202 0.120
C -0.1316 -2.5142 2.7980 0.009 0.003 0.001
C -0.3653 -3.6419 0.1420 -0.010 0.019 -0.038
H -4.0611 -0.1850 -2.3948 0.005 0.006 0.002
H -2.5084 -0.8156 -2.9830 0.019 -0.006 0.011
H -2.7214 0.9275 -2.7302 0.010 -0.001 -0.020
H -4.3803 1.0647 -0.0098 -0.017 0.011 0.054
H -2.9334 2.0742 -0.0521 -0.014 -0.006 -0.036
H -3.2083 0.9818 1.3334 -0.059 -0.031 -0.010
H -3.0332 -2.5443 -0.8233 -0.017 0.019 -0.019
H -4.3056 -1.6626 -0.0020 0.007 0.003 0.025
H -2.9816 -3.2082 1.5800 0.030 -0.001 0.001
H -2.9055 -1.5135 2.0807 -0.007 0.007 -0.007
H -0.6611 -3.3546 3.2525 -0.003 -0.004 -0.005
H -0.2450 -1.6374 3.4368 -0.002 -0.011 -0.002
H 0.9223 -2.7910 2.7402 0.004 0.005 -0.012
H -0.8471 -4.5340 0.5492 0.015 0.004 0.006
H 0.7137 -3.7979 0.1660 0.008 0.002 -0.010
H -0.6832 -3.5185 -0.8937 -0.006 -0.002 -0.005
N 1.8072 -0.7814 0.4346 -0.049 -0.014 -0.107
C 2.7932 0.3361 0.5242 -0.011 0.120 -0.117
C 2.3788 1.3332 1.5880 -0.006 -0.012 -0.015
C 1.0912 2.0570 1.2521 0.010 0.015 -0.070
N -0.0886 1.1398 1.2643 -0.183 -0.183 0.374
H 1.8296 -1.2571 1.3343 0.014 -0.009 0.014
H 2.1603 -1.4638 -0.2345 -0.027 0.024 -0.001
H 2.8368 0.8244 -0.4542 -0.006 -0.081 0.110
H 3.7795 -0.0730 0.7455 0.003 0.002 0.009
H 3.1704 2.0760 1.6942 0.003 0.000 -0.001
H 2.2985 0.8451 2.5658 0.001 -0.010 -0.007
H 1.1521 2.5107 0.2623 -0.009 -0.001 -0.001
H 0.9089 2.8528 1.9757 -0.012 -0.004 -0.012
H -0.9269 1.7005 1.1125 0.012 -0.006 -0.002
H -0.2016 0.8028 2.2304 -0.103 -0.095 -0.159
C 2.8121 2.1965 -4.5912 0.015 -0.010 -0.032
N 1.9838 1.9312 -3.3986 -0.017 -0.048 -0.001
C 1.1832 3.0904 -2.9933 -0.078 0.017 0.002
C 1.7951 0.7147 -2.9132 0.067 -0.035 0.247
S 0.2158 0.3672 -2.1621 -0.237 -0.014 -0.014
N 2.7134 -0.2402 -3.0339 0.090 -0.033 -0.011
C 2.4119 -1.6705 -2.9988 -0.013 0.020 -0.084
C 4.1477 0.0506 -3.1872 0.015 0.007 -0.037
H 2.2433 2.8710 -5.2288 0.002 -0.005 -0.003
H 2.9918 1.2783 -5.1401 0.007 -0.008 0.007
H 3.7538 2.6755 -4.3300 -0.002 0.004 -0.004
H 1.8305 3.9653 -2.9936 0.013 -0.006 -0.003
H 0.7726 2.9525 -1.9990 0.018 0.001 0.003
H 0.3708 3.2525 -3.7028 0.006 0.006 0.007
H 1.3420 -1.8447 -2.9939 -0.005 0.002 -0.004
H 2.8851 -2.1363 -2.1315 0.019 -0.023 0.009
H 2.8355 -2.1373 -3.8884 -0.001 -0.005 0.011
H 4.3607 1.0738 -2.8950 0.000 -0.011 0.016
H 4.4928 -0.1220 -4.2055 -0.007 0.003 0.000
H 4.6902 -0.6245 -2.5262 0.004 -0.012 0.008
C -2.7776 -0.6843 5.1793 0.019 -0.007 -0.005
S -2.0923 0.3667 3.8788 -0.023 0.112 0.005
C -2.7354 1.9751 4.3957 0.026 -0.009 0.036
H -3.8639 -0.6359 5.1605 -0.002 -0.002 0.006
H -2.4032 -0.3632 6.1483 0.007 -0.003 0.002
H -2.4604 -1.7099 4.9988 0.000 -0.002 0.002
H -2.4486 2.1673 5.4273 0.010 0.011 -0.005
H -3.8183 2.0025 4.2991 -0.003 -0.005 0.005
H -2.2935 2.7437 3.7638 -0.013 0.005 -0.014

=====

45
Properties=species:S:1:pos:R:3:forces:R:3 method="wB97M-V/def2-TZVPD" max_force_ev_per_a=14.96 homo_lumo_gap_ev=8.607 e_tot_ha=-1675.00976
C -4.4058 1.1594 -0.0904 1.652 -2.206 -8.303
H -3.8402 1.9960 -0.6778 -1.099 -1.380 0.804
H -4.5804 1.5384 0.8052 -0.995 0.835 4.085
H -5.3063 0.8635 -0.7465 0.855 1.040 1.343
C -3.4806 -0.2196 -0.3120 -2.271 3.926 9.062
C -4.2736 -1.2746 0.5927 3.619 -1.920 -7.908
O -4.4332 -2.4293 0.2741 0.201 -0.818 -0.587
O -4.7392 -0.8144 1.6098 -3.326 2.324 6.977
H -5.2264 -1.5649 2.0428 0.387 0.785 -0.144
C -3.0822 -0.4910 -1.6039 -2.593 -0.743 -5.485
C -1.8142 0.3915 -1.8782 1.203 -7.084 0.167
H -1.1380 -0.4796 -2.2772 -0.030 0.928 1.466
H -1.7939 0.7025 -2.8489 -0.600 2.989 -2.116
C -1.3343 1.0307 -0.5829 1.059 -9.203 -1.594
C 0.1199 1.0962 -0.4687 2.689 1.957 5.731
O 0.4987 2.1273 0.2062 -0.133 -3.495 -3.127
N 0.9328 -0.1520 -0.5351 0.393 11.870 3.128
C 2.2348 -0.2062 -0.3470 4.111 2.808 -0.184
C 2.9159 -1.3079 -0.7470 -9.326 -3.333 -1.055
C 4.1347 -1.5919 -0.4307 5.407 -3.729 -1.887
C 4.9497 -0.6045 -0.2457 2.242 6.049 4.246
C 4.3617 0.7518 0.2583 7.708 -1.036 -3.307
C 3.1140 0.9919 0.0218 -5.546 -2.432 0.473
H 2.6496 1.9040 0.3406 -0.131 0.320 -0.391
H 5.1054 1.6478 0.1672 -1.266 -1.824 1.181
O 6.4455 -0.9254 -0.0590 -10.743 -7.166 -4.227
C 7.2740 -0.2300 0.2774 7.982 11.672 4.886
F 7.3546 1.1707 -0.5985 -0.096 -3.032 1.471
F 6.9876 0.4723 1.6099 0.702 -1.527 -2.428
Cl 8.8902 -0.8734 0.3539 -0.232 0.255 -0.083
H 4.6045 -2.4973 -0.7919 -0.211 -0.553 0.446
H 2.1345 -2.2510 -1.1152 2.483 2.627 0.924
H 0.4436 -0.7823 -0.8704 -5.127 -8.099 -4.054
H -1.7542 1.8406 -0.7076 -3.135 8.910 0.120
C -2.1700 0.1925 0.5352 -1.445 7.379 -0.880
C -1.4425 -0.8526 1.0126 1.547 -9.654 1.651
H -1.4206 -1.7760 -0.0041 0.482 2.495 3.195
H -0.4797 -0.8566 1.6151 -0.797 0.819 -1.509
H -2.0746 -1.4507 1.8058 0.760 0.847 -1.483
C -2.3509 1.3065 1.8396 1.224 -6.668 -0.067
H -2.8214 0.6771 2.6514 -0.368 1.017 -0.896
H -2.7354 2.2374 1.7098 -1.038 2.467 -0.630
H -1.3467 1.2567 2.2168 0.757 0.980 -0.026
H -3.1216 -1.6729 -1.6359 0.798 2.243 -0.825
H -3.9859 -0.0506 -2.3716 2.246 -1.640 1.840

=====

52
Properties=species:S:1:pos:R:3:forces:R:3 method="wB97M-V/def2-TZVPD" de_lowest_kcal_mol=9.2 max_force_ev_per_a=2.45 total_charge=+4 homo_lumo_gap_ev=5.299 e_tot_ha=-4053.96467
Pd -0.3378 1.0634 -0.2470 1.310 -1.902 -0.803
N -0.3937 -1.1425 -0.8849 -0.229 0.690 0.232
N -0.4253 -2.0644 0.1704 -0.034 -0.285 0.011
C -0.2821 -1.6432 1.4223 -0.060 0.117 -0.166
N -0.3093 -2.4781 2.4279 0.109 -0.065 -0.018
S -0.0347 0.0527 1.7790 -0.569 0.767 0.572
H -1.1997 -1.3107 -1.4853 0.055 -0.004 -0.110
H 0.4531 -1.2597 -1.4444 0.027 -0.031 0.001
H -0.4394 -3.0551 -0.0568 -0.047 0.015 -0.093
H -0.3897 -3.4833 2.3086 0.066 -0.008 0.000
H -0.1873 -2.1556 3.3803 -0.036 0.020 -0.008
C 1.5501 6.7064 3.5686 0.017 0.081 -0.080
C 1.0650 5.3172 3.3796 0.084 0.104 0.037
C 0.7663 4.4400 4.4002 0.010 -0.149 0.050
C 0.2692 3.1729 4.1066 -0.062 0.157 -0.034
N 0.1029 2.7764 2.8140 0.026 0.058 0.062
C 0.4199 3.6112 1.8714 -0.265 -0.250 0.019
S 0.2901 3.1831 0.1549 -0.071 0.155 -0.085
N 0.8755 4.8609 2.1099 -0.010 -0.028 -0.014
C -0.0963 2.2149 5.1787 0.153 -0.090 -0.010
H 1.8257 6.8794 4.6052 0.022 -0.015 0.000
H 0.7629 7.4202 3.3059 -0.047 -0.043 0.011
H 2.4077 6.9238 2.9280 0.028 -0.054 0.021
H 0.9224 4.7413 5.4270 -0.050 0.044 -0.006
H 1.0953 5.4828 1.3365 0.019 0.031 0.012
H -0.4239 2.7313 6.0788 -0.049 -0.009 -0.010
H 0.7946 1.6390 5.4541 0.013 0.022 -0.001
H -0.8540 1.5128 4.8391 -0.051 0.043 0.012
C -3.7730 0.1013 0.1984 0.344 -0.375 0.063
As -2.6941 1.6498 -0.1552 -0.835 0.367 0.393
C -3.2721 2.3632 -1.8384 0.457 -0.034 -0.316
C -3.1978 2.9035 1.2002 0.302 0.108 0.218
H -4.8039 0.4675 0.1655 0.017 0.063 -0.047
H -3.5627 -0.2885 1.1928 -0.016 0.022 0.012
H -3.6499 -0.6761 -0.5530 -0.030 0.027 -0.038
H -4.3121 2.6590 -1.6649 0.000 -0.024 0.067
H -3.2249 1.6046 -2.6173 -0.027 -0.016 0.013
H -2.6818 3.2309 -2.1250 -0.023 0.036 0.054
H -4.2907 2.8690 1.2236 -0.003 -0.016 -0.027
H -2.8614 3.9048 0.9408 -0.002 -0.012 -0.061
H -2.8039 2.6100 2.1717 -0.005 -0.044 -0.017
C 2.3299 0.9347 -5.0897 -0.033 -0.149 -0.238
N 1.5029 1.8967 -4.3170 -0.014 -0.085 0.039
C 1.2737 3.2442 -4.8937 0.132 0.148 -0.154
C 0.9464 1.5607 -3.2188 0.031 0.064 0.046
N 0.4434 1.2506 -2.2045 -0.570 0.556 0.028
H 3.1114 1.4934 -5.5984 0.057 0.051 0.136
H 1.7174 0.4402 -5.8424 -0.070 0.042 0.030
H 2.7745 0.1937 -4.4317 0.028 0.069 0.066
H 2.2024 3.8113 -4.8618 0.025 -0.045 0.080
H 0.5005 3.7685 -4.3398 -0.022 -0.040 0.015
H 0.9737 3.1336 -5.9338 -0.101 -0.084 0.033

=====

11
Properties=species:S:1:pos:R:3:forces:R:3 method="wB97M-V/def2-TZVPD" de_lowest_kcal_mol=23.5 max_force_ev_per_a=5.87 homo_lumo_gap_ev=10.414 smiles=NCO.O e_tot_ha=-247.48191
N -0.8087 -0.0677 -0.2801 -1.105 0.386 0.612
C 0.0249 1.0635 -0.3773 5.425 -1.282 1.843
O -0.4026 2.3488 -0.4341 -3.916 2.640 -1.332
H -1.6717 0.1119 0.2632 0.752 -0.364 -0.748
H -0.9238 -0.4442 -1.1769 -1.121 -0.783 -1.201
H 0.6334 0.9529 0.6840 -0.941 1.097 -2.538
H 0.8507 0.9567 -1.2360 -1.774 -0.520 1.685
H -1.2386 2.5657 -1.0348 2.741 -1.258 1.686
O 1.4275 -2.7943 1.1378 -0.008 -0.087 -0.538
H 0.9148 -2.3006 0.4838 0.047 -0.013 0.134
H 1.1941 -2.3929 1.9703 -0.099 0.185 0.395